22
Properties=species:S:1:pos:R:3 method="wB97M-V/def2-TZVPD" e_tot_ha=-743.662807 lumo_energy_ev=0.78
N -0.6038 -1.8053 1.3312
C -0.7551 -0.7707 0.3364
C 0.0680 -1.1493 -0.9600
C -0.4573 -0.3106 -2.1338
S 0.8037 0.5426 -3.1701
C -0.3571 0.5911 0.9554
N -0.4415 0.6304 2.4219
H -1.4915 -2.3868 1.2818
H 0.2879 -2.2951 1.3074
H -1.7699 -0.7593 -0.0974
H 0.1146 -2.3787 -1.0817
H 1.1234 -0.9027 -0.7422
H -1.0187 0.5394 -1.6894
H -1.0580 -0.6994 -2.9963
H 1.3247 1.5332 -2.5304
H -0.8790 1.4920 0.4726
H 0.6628 0.7575 0.7285
H -0.1666 -0.4594 2.7486
H -1.4767 0.6324 2.7206
H 1.4428 2.6240 0.8077
H 2.7451 2.1080 0.2830
O 1.9023 2.4664 0.0059

---

14
Properties=species:S:1:pos:R:3 method="wB97M-V/def2-TZVPD" e_tot_ha=-2952.232775 lumo_energy_ev=0.60
C 0.8498 -2.2112 0.1949
C -0.1272 -1.2612 0.0665
C 1.8137 -0.3489 0.0900
C 3.4299 0.8390 0.1037
C -0.1071 1.2406 -0.1225
N 2.0697 -1.6132 0.2082
N 0.5112 -0.0476 -0.0008
O 3.3622 2.0081 0.1917
Br 4.9333 -0.2427 -0.0576
H 0.7623 -3.2747 0.2762
H -1.1939 -1.3400 0.0115
H 0.6559 1.9895 -0.3176
H -0.8313 1.2350 -0.9378
H -0.6280 1.5041 0.8021

---

122
Properties=species:S:1:pos:R:3 method="wB97M-V/def2-TZVPD" e_tot_ha=-3401.609484 total_charge=+1 lumo_energy_ev=-4.62
C -0.4036 -5.0011 3.8498
C -1.3387 -4.1484 3.4471
C -2.5291 -3.0965 3.4289
C -4.0007 -3.4528 2.9847
C -5.1457 -2.3814 2.9826
C -6.6671 -2.7059 2.4917
C -6.9509 -1.8256 1.1501
C -6.0436 -2.2514 -0.1127
S -6.7036 -3.9068 -0.7405
N -4.8619 -1.0598 3.4315
N -3.6252 -0.7904 3.8355
C -3.4568 0.6435 4.3405
C -4.9441 1.2251 4.7183
O -5.6538 1.9128 3.9409
Cl -5.5415 0.7440 6.4153
C -2.4069 -1.5569 3.8996
C -0.9704 -1.0147 4.4149
C -0.2581 0.0280 3.3988
C 1.3708 -0.0574 3.5019
O -0.6451 -0.3396 2.0304
H 0.3781 -5.7904 4.1837
H -4.2566 -4.5193 2.6228
H -6.7349 -3.8194 2.1751
H -7.3838 -2.4548 3.3580
H -8.0628 -1.8736 0.8240
H -6.6942 -0.7382 1.4146
H -6.1099 -1.4986 -1.0002
H -4.9277 -2.4006 0.1783
H -5.5879 -4.5447 -1.2710
H -3.0568 1.3341 3.5100
H -2.8603 0.6915 5.3232
H -0.2598 -1.9155 4.6144
H -1.1076 -0.4839 5.4238
H -0.5789 1.1354 3.5717
H 1.8697 0.9813 3.4773
H 1.6953 -0.6211 4.4675
H 1.7702 -0.6288 2.5756
H -1.4374 0.1926 1.7840
C 0.1444 -2.0294 7.4089
O -0.0366 -0.8221 7.3669
N -0.5723 -2.9113 8.1650
C -0.2923 -4.3328 8.1574
C -1.6467 -2.4119 9.0017
H 0.9348 -2.5150 6.8130
H -1.1844 -4.8688 7.8230
H -0.0326 -4.6490 9.1709
H 0.5373 -4.5649 7.4865
H -2.3851 -1.9074 8.3729
H -1.2395 -1.6891 9.7133
H -2.1237 -3.2307 9.5427
C 1.1659 3.3677 0.3546
O 1.1370 3.1921 1.5635
N 1.1402 2.3802 -0.5868
C 1.1770 2.6695 -2.0076
C 1.0738 1.0003 -0.1524
H 1.2166 4.3785 -0.0811
H 0.2733 2.2682 -2.4739
H 2.0587 2.1923 -2.4433
H 1.2259 3.7454 -2.1878
H 0.1687 0.8575 0.4420
H 1.9435 0.7808 0.4733
H 1.0598 0.3271 -1.0108
C -2.0498 3.0773 -4.0454
O -1.9392 1.9511 -3.5845
N -2.9490 4.0180 -3.6303
C -3.0140 5.3343 -4.2331
C -3.8653 3.6919 -2.5560
H -1.4038 3.4304 -4.8655
H -2.8270 6.0873 -3.4629
H -4.0110 5.4822 -4.6565
H -2.2694 5.4394 -5.0251
H -3.2911 3.4307 -1.6628
H -4.4688 2.8289 -2.8500
H -4.5178 4.5389 -2.3380
C 4.2500 -3.0544 3.8215
O 3.4912 -3.9981 3.6957
N 4.8994 -2.7024 4.9707
C 5.7834 -1.5560 5.0323
C 4.6993 -3.4988 6.1653
H 4.4738 -2.3835 2.9763
H 6.7828 -1.8931 5.3189
H 5.4041 -0.8547 5.7802
H 5.8393 -1.0523 4.0654
H 5.0083 -4.5280 5.9651
H 3.6368 -3.4953 6.4239
H 5.2805 -3.0963 6.9964
C -0.9909 3.8745 -7.8268
O -0.4824 4.6418 -7.0246
N -0.4274 2.7167 -8.2800
C -1.0999 1.8596 -9.2339
C 0.8849 2.3306 -7.7929
H -1.9852 4.0693 -8.2613
H -1.2424 0.8728 -8.7858
H -0.4798 1.7699 -10.1295
H -2.0727 2.2705 -9.5117
H 0.8443 2.2239 -6.7056
H 1.6021 3.1141 -8.0420
H 1.2003 1.3886 -8.2422
C 4.3409 2.8501 -7.7616
O 3.6044 1.8857 -7.8823
N 4.9857 3.2117 -6.6136
C 5.8471 4.3741 -6.5502
C 4.8011 2.4074 -5.4215
H 4.5477 3.5285 -8.6054
H 6.8534 4.0554 -6.2658
H 5.4554 5.0659 -5.7997
H 5.8918 4.8815 -7.5158
H 5.1288 1.3851 -5.6259
H 3.7399 2.3905 -5.1648
H 5.3746 2.8172 -4.5880
C 2.5514 -0.5319 -3.5318
O 2.9482 0.4614 -4.1176
N 3.1806 -1.7442 -3.5117
C 2.6403 -2.8770 -2.7890
C 4.4271 -1.9030 -4.2354
H 1.6147 -0.5226 -2.9511
H 3.3658 -3.1974 -2.0367
H 2.4571 -3.6929 -3.4931
H 1.7032 -2.6146 -2.2938
H 5.1605 -1.1927 -3.8448
H 4.2569 -1.6856 -5.2931
H 4.8071 -2.9201 -4.1263

---

| no. | HOMO (eV) | strongest force on any atom (Eh/bohr) |
| --- | --- | --- |
| 1 | -8.769 | 0.078 |
| 2 | -9.060 | 0.092 |
| 3 | -10.044 | 0.136 |